No. 1
# C49H52LiO21S

A structure of composition C49H52LiO21S in a non-equilibrium geometry (ωB97M-V/def2-TZVPD, the Open Molecules 2025 dataset).

Each line ends with the Mulliken charge.
Cartesian coordinates (Å):
Li -1.17445 0.34103 2.84690  0.671
S -0.47845 -0.03697 0.04190  0.631
O -1.09945 -0.18797 -1.20110  -0.506
O 0.57155 1.00003 -0.01810  -0.269
O -1.49645 0.17003 1.09390  -0.470
O 0.25255 -1.29397 0.45390  0.202
C -0.96145 2.93703 2.70490  0.896
O -0.29445 1.96003 3.47590  -0.403
H -1.20745 2.62403 1.87090  -1.196
H -0.36645 3.93303 2.75190  0.231
H -1.88845 3.15003 3.25890  0.384
H 0.42255 2.40503 3.97390  0.246
C 1.77555 -1.18197 -5.92510  -0.310
C 0.43655 -1.47497 -5.44910  -0.868
C 0.14755 -0.79897 -4.19810  0.290
C 1.09455 0.21403 -3.70510  -0.142
C 2.34055 0.37203 -4.25610  -0.482
C 2.66255 -0.29897 -5.39010  0.079
O 3.99255 -0.21497 -5.78610  -0.603
O -1.03945 -0.89597 -3.60310  -0.670
H 2.05455 -1.63397 -6.87310  0.333
H -0.14545 -2.25097 -6.00310  0.377
H 0.91755 0.64803 -2.74210  0.387
H 2.81655 1.10903 -3.77010  0.820
H 4.56555 0.19203 -5.19710  0.353
H -1.21645 -0.71397 -2.65110  0.549
C 4.84255 3.10203 1.11890  -0.824
C 5.34555 4.24603 1.75090  -0.933
C 4.40855 5.05403 2.34890  0.448
C 3.07655 4.81303 2.36090  -0.426
C 2.64055 3.68003 1.65890  0.754
C 3.48255 2.67103 1.11290  0.049
O 3.02155 1.54403 0.54690  -0.461
O 4.70055 6.23503 2.95490  -0.553
H 5.33655 2.25203 0.78790  0.531
H 6.39955 4.33403 1.65990  0.424
H 2.36255 5.54803 2.71890  0.413
H 1.51755 3.51403 1.48890  -0.054
H 2.11255 1.61803 0.16290  0.287
H 5.16755 7.00203 2.65790  0.303
C 2.98355 -2.48497 -2.06710  0.055
C 3.89155 -2.47797 -3.14810  -1.467
C 5.23955 -2.54597 -2.84910  0.684
C 5.71455 -2.68497 -1.49910  -0.653
C 4.83655 -2.63197 -0.47010  -0.976
C 3.49155 -2.50397 -0.66610  -0.133
O 2.59455 -2.40997 0.34890  -0.524
O 6.18555 -2.52997 -3.86210  -0.566
H 2.04155 -2.45797 -2.39010  0.835
H 3.59455 -2.54197 -4.09910  0.970
H 6.83055 -2.56297 -1.28910  0.188
H 4.97755 -2.82897 0.46190  0.784
H 1.62855 -1.91097 0.11690  0.043
H 7.00355 -3.09297 -3.71210  0.316
C -1.11945 3.54903 -2.77410  -0.326
C -1.93245 4.63203 -3.19610  -0.894
C -1.83345 5.90503 -2.66910  0.578
C -1.00545 6.14003 -1.65310  -0.604
C -0.12745 5.09403 -1.12610  -0.773
C -0.16245 3.81903 -1.78310  0.407
O 0.86055 3.03503 -1.34010  -0.528
O -2.46245 6.90203 -3.42110  -0.591
H -1.29145 2.71403 -3.37110  0.553
H -2.49245 4.23603 -3.91610  0.635
H -0.66145 7.28603 -1.39610  0.051
H 0.56355 5.34103 -0.44710  0.924
H 0.52555 2.20803 -0.98310  0.009
H -2.65745 7.83403 -2.99710  0.324
C -3.83345 -2.51997 -1.49710  -0.123
C -4.58545 -3.73197 -1.13710  -0.487
C -5.90345 -3.64297 -0.78410  0.658
C -6.51445 -2.35697 -0.81710  -0.651
C -5.83545 -1.17197 -1.29610  -0.595
C -4.56345 -1.28197 -1.57210  0.321
O -3.67845 -0.16497 -1.91210  -0.582
O -6.48845 -4.76197 -0.25210  -0.509
H -2.72345 -2.47797 -1.61510  0.313
H -4.01645 -4.74797 -0.98810  0.239
H -7.56345 -2.37497 -0.79810  0.338
H -6.22545 -0.19197 -1.42010  0.469
H -2.90245 -0.11597 -1.61010  0.191
H -7.40545 -4.64797 -0.18210  0.281
C -5.30045 2.14003 2.25290  -0.470
C -5.46645 3.51903 2.56290  -1.154
C -4.83145 4.42903 1.74390  1.252
C -3.87845 4.11503 0.92290  -0.765
C -3.50845 2.69403 0.76790  -0.649
C -4.29545 1.69203 1.35890  -0.456
O -3.99945 0.45503 1.26890  -0.537
O -5.09845 5.79103 1.95790  -0.634
H -5.97545 1.44103 2.76590  0.398
H -6.13945 3.92203 3.21190  0.580
H -3.18145 4.85503 0.60090  0.120
H -2.71645 2.50003 0.24590  1.585
H -2.97845 0.16403 1.20290  0.240
H -4.56045 6.34503 1.27290  0.311
C -0.05945 -5.95097 -1.69110  -0.282
C -0.16845 -4.83397 -0.96510  0.440
C -0.39245 -4.80397 0.48290  0.616
C -0.78345 -6.01497 1.08790  -0.686
C -0.81045 -7.17297 0.28990  -0.385
C -0.41945 -7.21797 -1.05710  0.516
O -0.59745 -8.32297 -1.82210  -0.532
O -0.29045 -3.67097 1.12190  -0.484
H -0.13245 -5.91397 -2.89210  0.118
H 0.15055 -3.72197 -1.39310  -0.439
H -1.30645 -6.05897 2.05990  0.329
H -1.03145 -8.24397 0.77790  0.174
H -0.13045 -8.43197 -2.59510  0.299
H -0.28645 -2.97197 0.55090  -0.139
C 1.16855 -0.60997 5.57990  -0.400
C 1.97655 -0.95997 6.68790  -0.689
C 2.56555 -2.22797 6.65390  0.575
C 2.44655 -3.03997 5.53890  -0.424
C 1.69955 -2.73197 4.41690  -0.049
C 0.95755 -1.46497 4.47790  0.274
O 0.04555 -1.26897 3.33790  -0.251
O 3.37655 -2.57397 7.70090  -0.558
H 0.76955 0.40503 5.45490  0.154
H 1.84355 -0.32497 7.60490  0.275
H 3.09755 -3.88597 5.59990  0.394
H 1.77955 -3.40897 3.43690  0.189
H 0.55255 -1.31497 2.35990  0.157
H 3.83455 -1.84897 8.10290  0.315

Results
Multiplicity: 1
Total charge: -1
Gap between HOMO and LUMO in eV: 6.80
Strongest force on any atom in eV Å⁻¹: 13.73
E_HOMO in eV: -5.19



No. 2
# C49H53F3MnO5S3SbSi

A structure of composition C49H53F3MnO5S3SbSi in a non-equilibrium geometry (ωB97M-V/def2-TZVPD, the Open Molecules 2025 dataset).

Each line ends with the Mulliken charge.
Cartesian coordinates (Å):
Mn 0.56258 -0.35225 -0.38541  0.635
C -0.64216 -5.76624 1.88447  -2.003
C -0.25338 -4.41441 1.31447  1.884
C 0.78021 -4.57203 0.20565  -0.827
C 0.27872 -3.50682 2.42175  -1.547
O -1.46332 -3.86186 0.75272  0.643
Si -1.99092 -2.46377 0.14879  -2.646
O -0.69509 -1.44148 -0.13685  2.985
O -2.83149 -2.68054 -1.20850  -0.381
C -2.61630 -3.42531 -2.42879  1.688
C -3.71762 -2.98496 -3.37748  -1.875
C -1.24539 -3.07119 -2.99406  -1.391
C -2.72178 -4.91775 -2.14034  -1.481
O -2.87770 -1.59578 1.19574  -0.214
C -4.31373 -1.55182 1.42040  1.684
C -4.85804 -2.97252 1.53510  -1.486
C -5.00214 -0.78924 0.29374  -1.326
C -4.48053 -0.80907 2.73562  -1.599
H 0.23428 -6.27016 2.29940  0.409
H -1.07216 -6.39597 1.10230  0.376
H -1.38474 -5.64092 2.67528  0.413
H 1.71045 -4.97324 0.61405  0.546
H 0.98822 -3.60204 -0.25428  -0.507
H 0.41880 -5.25153 -0.56932  0.505
H 1.09902 -3.99084 2.95377  0.629
H -0.51688 -3.27318 3.13368  0.354
H 0.64692 -2.57172 1.99794  -0.124
H -3.63512 -1.91592 -3.58745  0.327
H -4.69350 -3.17827 -2.92846  0.394
H -3.64956 -3.53750 -4.31652  0.450
H -1.14141 -1.98533 -3.06219  0.161
H -1.12407 -3.49810 -3.98993  0.689
H -0.44938 -3.46366 -2.35206  0.167
H -3.73299 -5.16752 -1.81119  0.398
H -2.02573 -5.20414 -1.35144  0.114
H -2.49646 -5.49221 -3.04055  0.420
H -4.69972 -3.51864 0.60070  0.090
H -5.92870 -2.95000 1.74404  0.514
H -4.35103 -3.50896 2.34173  0.284
H -4.83407 -1.27942 -0.66450  0.100
H -4.62756 0.23701 0.23336  0.203
H -6.07581 -0.75163 0.48775  0.513
H -4.03129 -1.38392 3.54968  0.385
H -5.53971 -0.66191 2.95591  0.473
H -3.99594 0.17118 2.67779  0.196
F -1.12881 -0.63414 8.82960  -0.330
C -0.90414 -0.43585 7.52339  0.237
C -1.97879 -0.19280 6.69267  -0.823
C -1.73532 0.03341 5.34536  -0.235
C -0.43409 0.03252 4.84274  0.628
C 0.62358 -0.26401 5.70183  -0.503
C 0.39170 -0.49650 7.05170  -0.788
Sb -0.07420 0.51536 2.77644  -0.360
C 2.02860 0.82520 3.04813  0.110
C 2.92810 -0.11252 2.54742  -0.261
C 4.29541 0.02225 2.75329  -0.401
C 4.74319 1.12378 3.45089  0.383
F 6.06176 1.27320 3.64344  -0.371
C 3.88242 2.08185 3.95958  -1.071
C 2.51890 1.92040 3.76282  -0.192
C -0.62532 2.58527 2.81412  0.536
C 0.07282 3.47579 2.00112  -0.089
C -0.29416 4.81204 1.93269  -0.663
C -1.37899 5.23576 2.67527  0.080
F -1.75047 6.52322 2.59902  -0.353
C -2.09271 4.38315 3.49195  -0.632
C -1.70825 3.04893 3.55678  -0.800
H -2.98236 -0.19030 7.10013  0.500
H -2.57916 0.19944 4.68489  0.236
H 1.63738 -0.32064 5.33006  0.495
H 1.20240 -0.71986 7.73451  0.488
H 2.57482 -0.96822 1.98316  0.136
H 5.00655 -0.70450 2.37776  0.472
H 4.29039 2.92896 4.49849  0.460
H 1.83273 2.65514 4.16890  0.524
H 0.91411 3.12919 1.40948  0.330
H 0.24425 5.52116 1.31468  0.503
H -2.93071 4.76293 4.06326  0.505
H -2.25657 2.37805 4.20769  0.232
C -1.60344 3.76166 -1.31849  -0.905
C -0.30820 3.54855 -1.77608  -0.937
C 0.33470 2.34647 -1.52217  0.075
C -0.33886 1.36877 -0.80332  0.665
C -1.64040 1.55483 -0.35582  0.534
C -2.26921 2.76166 -0.61697  -0.483
H -2.09576 4.70787 -1.50868  0.419
H 0.21394 4.31616 -2.33518  0.503
H 1.34571 2.19904 -1.87844  0.423
H -2.16375 0.77730 0.18896  0.003
H -3.28254 2.91633 -0.26491  0.503
O 2.19294 -0.06528 -0.63057  -0.425
C 3.37251 -0.03916 -1.43482  3.244
C 3.96695 1.35574 -1.27784  -1.246
C 4.86244 2.00767 -2.07163  -0.250
C 5.24816 3.27194 -1.53970  -0.874
C 4.63306 3.55272 -0.36260  -0.805
S 3.59695 2.28458 0.12545  0.536
C 2.97794 -0.37754 -2.87501  0.011
C 1.72112 -0.51714 -3.38670  -0.561
C 1.70763 -0.90054 -4.76016  -1.028
C 2.95819 -1.04799 -5.25850  -0.734
S 4.15498 -0.73778 -4.07467  -0.016
C 4.32213 -1.10010 -0.89084  -0.390
C 3.98341 -2.36278 -0.50629  -0.242
C 5.10104 -3.11288 -0.04398  -0.868
C 6.25602 -2.39623 -0.09915  -0.534
S 5.99554 -0.80426 -0.66514  -0.025
H 5.24984 1.61912 -3.00286  0.496
H 5.95433 3.93256 -2.02447  0.491
H 4.72703 4.42950 0.26252  0.507
H 0.81746 -0.34970 -2.82490  0.442
H 0.80602 -1.04591 -5.33995  0.472
H 3.25478 -1.32323 -6.26098  0.471
H 2.97647 -2.75248 -0.56498  0.408
H 5.04692 -4.14062 0.28965  0.427
H 7.25434 -2.70899 0.17192  0.485

Results
Multiplicity: 4
Total charge: +1
Gap between HOMO and LUMO (alpha / beta) in eV: 4.79 / 6.63
Strongest force on any atom in eV Å⁻¹: 1.82
E_HOMO (alpha / beta) in eV: -10.81 / -10.89



Results for energy relative to the best compared isomer or geometry (same formula, charge and spin): 0.1506 0.1628 (in eV, following the order of the records).